No. 1
Below is a cluster of 6 separate species, C30H70N2O6 in total in a non-equilibrium geometry, with properties calculated with ωB97M-V/def2-TZVPD.

## Properties
**SMILES**: CC1(C)CCCC(C)(C)N1O.CC1(C)CCCC(C)(C)N1O.CC(C)O.CC(C)O.CC(C)O.CC(C)O
**HOMO-LUMO gap**: 8.789 eV
**Energy above the lowest of the compared OMol25 structures with the same formula, charge and spin**: 0.8494 eV
**F_max**: 2.18 eV Å⁻¹
**DFT total energy**: -1745.87056 hartree
**Molar mass**: 554.898 g mol⁻¹

Positions of all 108 atoms, in Å:
C 0.486 -5.949 -2.750
C 0.250 -4.972 -1.613
C -0.861 -4.005 -2.005
C -1.420 -3.268 -0.786
C -1.738 -4.165 0.368
C -0.620 -5.138 0.787
N -0.060 -5.766 -0.413
O 1.033 -6.620 -0.119
C 0.423 -4.409 1.647
C -1.266 -6.262 1.636
C 1.538 -4.130 -1.448
H 0.513 -5.499 -3.746
H -0.272 -6.732 -2.799
H 1.472 -6.414 -2.659
H -0.482 -3.214 -2.653
H -1.675 -4.501 -2.542
H -2.290 -2.677 -1.087
H -0.701 -2.511 -0.443
H -2.664 -4.719 0.179
H -1.926 -3.541 1.248
H 0.112 -4.236 2.674
H 1.377 -4.941 1.596
H 0.675 -3.437 1.211
H -1.959 -6.763 0.954
H -0.495 -6.997 1.861
H -1.802 -5.851 2.486
H 2.379 -4.783 -1.186
H 1.505 -3.391 -0.651
H 1.838 -3.658 -2.385
H 0.622 -7.491 -0.111
C 1.532 3.543 -5.461
C 1.321 3.158 -3.996
C -0.108 3.529 -3.616
C -0.700 2.941 -2.351
C -0.454 1.416 -2.273
C 0.952 0.961 -2.705
N 1.447 1.707 -3.858
O 2.719 1.214 -4.265
C 1.858 1.167 -1.480
C 0.813 -0.531 -3.044
C 2.406 3.909 -3.215
H 1.556 4.629 -5.543
H 0.756 3.157 -6.130
H 2.439 3.095 -5.869
H -0.020 4.609 -3.408
H -0.736 3.525 -4.507
H -1.772 3.145 -2.359
H -0.317 3.477 -1.479
H -1.296 0.922 -2.759
H -0.564 1.245 -1.197
H 1.857 0.265 -0.847
H 2.923 1.267 -1.696
H 1.506 1.924 -0.778
H 1.783 -0.991 -3.248
H 0.357 -1.082 -2.223
H 0.204 -0.584 -3.949
H 2.459 3.726 -2.137
H 2.327 4.998 -3.286
H 3.413 3.667 -3.564
H 2.488 0.540 -4.914
C 4.092 -2.271 0.069
C 4.047 -1.507 1.379
C 4.486 -0.072 1.288
O 2.711 -1.552 1.918
H 3.237 -1.964 -0.534
H 4.045 -3.355 0.192
H 5.038 -2.115 -0.454
H 4.665 -2.025 2.125
H 4.123 0.607 2.058
H 4.197 0.379 0.332
H 5.576 0.009 1.294
H 2.292 -2.379 1.647
C -4.900 3.597 2.952
C -4.998 2.090 3.197
C -4.834 1.694 4.651
O -6.180 1.552 2.628
H -4.842 3.766 1.879
H -4.025 4.010 3.463
H -5.711 4.180 3.397
H -4.183 1.611 2.651
H -4.627 0.647 4.875
H -5.677 1.966 5.294
H -3.965 2.231 5.050
H -6.954 1.973 3.016
C -0.981 5.335 2.894
C -0.153 5.902 1.746
C 0.177 4.770 0.746
O -0.854 6.904 1.039
H -1.827 4.716 2.574
H -1.406 6.129 3.510
H -0.393 4.667 3.530
H 0.746 6.326 2.186
H 0.686 3.953 1.264
H 0.852 5.124 -0.035
H -0.714 4.399 0.239
H -1.715 6.591 0.754
C 0.109 1.237 2.317
C -0.386 0.119 3.218
C -1.912 0.003 3.207
O 0.099 -1.139 2.754
H -0.278 2.246 2.431
H -0.134 0.900 1.302
H 1.202 1.261 2.373
H -0.058 0.205 4.263
H -2.215 -0.259 2.190
H -2.372 0.904 3.608
H -2.293 -0.831 3.801
H 1.064 -1.041 2.629

***

No. 2
Below is a structure of composition C30H71AsF6N9O8 in a non-equilibrium geometry, with properties calculated with ωB97M-V/def2-TZVPD.

## Properties
**Net charge**: -2
**Spin multiplicity**: 2
**HOMO-LUMO gap (alpha / beta)**: 2.764 / 7.779 eV
**F_max**: 3.12 eV Å⁻¹
**DFT total energy**: -5115.59316 hartree
**Molar mass**: 874.863 g mol⁻¹

Positions of all 125 atoms, in Å:
As -0.132 0.566 0.583
F -0.280 1.182 -1.109
F 1.459 1.372 0.774
F -0.019 -0.044 2.263
F -1.798 -0.136 0.525
F 0.534 -1.000 -0.063
F -0.867 2.056 1.308
C 5.698 -4.817 1.183
C 4.192 -5.079 1.501
N 3.546 -3.803 1.838
C 3.279 -2.962 0.664
C 3.650 -1.452 1.014
C 2.354 -4.045 2.668
C 2.667 -4.592 4.107
H 5.772 -4.594 0.119
H 6.290 -5.725 1.303
H 6.219 -4.070 1.782
H 3.627 -5.634 0.752
H 4.168 -5.769 2.344
H 3.858 -3.172 -0.236
H 2.213 -3.024 0.445
H 3.056 -1.028 1.824
H 4.712 -1.298 1.202
H 3.392 -0.886 0.119
H 1.597 -4.700 2.237
H 1.853 -3.092 2.836
H 3.496 -4.063 4.577
H 2.910 -5.654 4.111
H 1.821 -4.558 4.794
C 0.289 -4.070 -5.854
C 0.251 -2.962 -4.792
O -0.331 -1.886 -5.025
N 0.824 -3.323 -3.632
C 1.002 -2.489 -2.429
H 0.060 -3.596 -6.808
H -0.475 -4.813 -5.625
H 1.249 -4.587 -5.852
H 1.264 -4.232 -3.596
H 2.043 -2.168 -2.385
H 0.704 -3.043 -1.539
H 0.410 -1.576 -2.496
C -3.580 -3.322 -5.111
C -3.504 -3.044 -3.567
O -4.356 -3.433 -2.799
N -2.535 -2.191 -3.148
C -2.380 -1.613 -1.856
H -4.641 -3.328 -5.361
H -3.139 -4.297 -5.314
H -3.063 -2.580 -5.719
H -1.798 -2.058 -3.825
H -1.615 -2.224 -1.376
H -3.271 -1.671 -1.232
H -2.042 -0.580 -1.943
C 4.323 1.390 3.316
C 5.057 1.841 2.089
O 6.302 1.984 2.156
N 4.271 1.976 1.031
C 4.610 2.407 -0.302
H 4.164 2.205 4.023
H 4.929 0.682 3.881
H 3.329 1.018 3.069
H 3.276 1.905 1.190
H 5.622 2.189 -0.643
H 4.470 3.487 -0.261
H 3.857 2.099 -1.027
C 1.086 4.916 5.344
C 0.530 4.519 4.038
O 0.256 5.428 3.251
N 0.412 3.211 3.685
C 0.273 2.029 4.508
H 1.731 5.793 5.285
H 1.677 4.148 5.843
H 0.237 5.101 6.003
H -0.046 3.159 2.786
H 1.084 1.317 4.351
H -0.635 1.466 4.290
H 0.176 2.324 5.553
C -7.106 0.314 0.553
C -5.804 -0.474 0.474
O -5.815 -1.676 0.110
N -4.659 0.187 0.752
C -4.574 1.547 1.281
H -7.908 -0.413 0.430
H -7.117 1.026 -0.272
H -7.278 0.787 1.520
H -3.802 -0.327 0.610
H -4.822 2.271 0.504
H -3.521 1.697 1.519
H -5.241 1.599 2.141
C 3.795 5.842 -4.065
C 3.237 4.565 -3.448
O 4.030 3.774 -2.975
N 1.957 4.329 -3.469
C 1.236 3.218 -2.877
H 4.256 5.691 -5.040
H 4.452 6.255 -3.300
H 3.036 6.602 -4.251
H 1.414 5.088 -3.856
H 0.293 3.586 -2.471
H 1.718 2.638 -2.090
H 0.941 2.628 -3.745
C -1.372 -3.285 1.281
C -2.812 -3.259 1.525
O -3.644 -3.786 0.822
N -3.326 -2.670 2.570
C -2.679 -1.846 3.520
H -0.936 -2.287 1.322
H -1.076 -3.647 0.296
H -0.867 -3.888 2.034
H -4.327 -2.767 2.671
H -1.637 -1.560 3.377
H -2.849 -2.351 4.471
H -3.254 -0.922 3.463
C -2.448 3.345 -1.322
C -3.789 3.830 -1.770
O -4.712 3.035 -2.044
N -3.920 5.136 -1.891
C -5.084 5.744 -2.604
H -2.433 2.255 -1.333
H -2.259 3.597 -0.278
H -1.608 3.638 -1.951
H -3.237 5.773 -1.509
H -5.883 5.848 -1.870
H -5.474 5.149 -3.430
H -4.720 6.680 -3.028